(1)
A structure of composition C21H36As3N4O2RhSSbSe4, computed with ωB97M-V/def2-TZVPD.

HOMO (alpha / beta) (Ha): -0.157 / -0.180
Charge: -1
LUMO (alpha / beta) (hartree): 0.0765 / 0.0285
Energy relative to the best compared isomer or geometry (same formula, charge and spin) (kJ/mol): 0.0
Kohn-Sham gap (alpha / beta) (hartree): 0.2332 / 0.2088
Molar mass (g mol⁻¹): 1173.9
Spin multiplicity: 5
⟨S²⟩: 6.0311

Each line ends with the Mulliken charge.
CARTESIAN COORDINATES (ANGSTROEM)
Rh (2.07004, -0.61774, 0.83175)  0.31
Se (4.80968, 0.95548, 3.61688)  -0.60
Sb (3.92909, -1.03281, 2.65660)  0.78
Se (1.42985, -0.59187, 3.34073)  -0.32
Se (4.46527, -0.74186, 0.08117)  -0.39
Se (4.44695, -3.29117, 3.18139)  -0.63
C (2.90922, -0.98339, -3.21408)  -1.34
As (1.51260, -0.80418, -1.84482)  1.25
C (0.36507, -2.25652, -2.48185)  -1.29
C (0.42276, 0.66190, -2.56320)  -1.25
C (0.89286, 2.11221, -2.33961)  2.61
C (2.38986, 2.23455, -2.64129)  -2.00
C (0.60569, 2.59760, -0.91725)  -1.08
As (1.69585, 1.92988, 0.58140)  1.41
C (3.24991, 3.10688, 0.54814)  -1.27
C (0.68047, 2.77490, 2.01011)  -1.19
C (0.16567, 3.03440, -3.34621)  -2.27
As (-1.77776, 3.46883, -3.36909)  0.26
C (-1.91847, 4.60311, -1.76436)  -0.99
C (-2.72358, 1.89946, -2.67322)  -0.69
H (3.74463, -0.32076, -3.00230)  0.37
H (2.50563, -0.77444, -4.20646)  0.38
H (3.27230, -2.01076, -3.18268)  0.44
H (0.27995, -2.19581, -3.56779)  0.44
H (-0.61917, -2.16567, -2.02532)  0.29
H (0.81231, -3.21143, -2.20615)  0.37
H (-0.56181, 0.51150, -2.12233)  -0.21
H (0.33537, 0.46652, -3.63799)  0.74
H (2.99114, 1.60107, -1.98288)  0.00
H (2.72470, 3.26605, -2.50127)  0.49
H (2.60909, 1.94427, -3.67297)  0.41
H (-0.41389, 2.34586, -0.63205)  -0.53
H (0.71705, 3.68700, -0.87840)  0.92
H (2.97185, 4.13539, 0.31403)  0.40
H (3.97447, 2.73274, -0.17212)  0.35
H (3.70582, 3.05047, 1.53490)  0.37
H (0.52982, 3.83594, 1.80627)  0.43
H (1.22719, 2.65019, 2.94264)  0.40
H (-0.27657, 2.26168, 2.07551)  0.14
H (0.37727, 2.66480, -4.35455)  0.52
H (0.62380, 4.02931, -3.29858)  0.56
H (-1.14471, 5.37036, -1.81013)  0.29
H (-1.81924, 4.04377, -0.83668)  0.16
H (-2.88928, 5.09857, -1.78317)  0.43
H (-2.61677, 1.06551, -3.36615)  0.27
H (-3.77971, 2.17214, -2.63908)  0.49
H (-2.41313, 1.58560, -1.67920)  -0.04
N (-4.48589, -2.49866, 5.42734)  -0.63
C (-3.84729, -2.08919, 4.24791)  1.11
C (-4.09909, -2.74376, 3.04255)  -0.83
C (-3.48890, -2.31998, 1.87440)  -0.27
C (-2.63412, -1.23331, 1.89741)  -0.76
C (-2.39200, -0.55980, 3.08768)  -0.32
C (-2.99408, -0.98143, 4.25601)  -0.96
S (-1.76825, -0.74047, 0.44259)  1.56
O (-2.49647, -1.24485, -0.69675)  -0.83
O (-1.60290, 0.69980, 0.50732)  -0.94
N (-0.30020, -1.34809, 0.56497)  0.19
C (-0.02834, -2.66172, 0.62814)  -0.20
N (-0.94291, -3.63786, 0.56615)  -0.39
C (-0.47666, -4.88000, 0.64980)  -0.29
C (0.86242, -5.19547, 0.77817)  -0.88
C (1.74767, -4.12206, 0.83016)  -0.30
N (1.31011, -2.87909, 0.74547)  0.39
H (-4.72169, -3.47999, 5.43081)  0.23
H (-3.96463, -2.26698, 6.26003)  0.24
H (-4.77283, -3.59334, 3.02101)  0.29
H (-3.66258, -2.83149, 0.93808)  0.46
H (-1.72592, 0.29422, 3.09017)  0.42
H (-2.80076, -0.45495, 5.18352)  0.30
H (-1.22521, -5.66759, 0.60714)  0.42
H (1.20430, -6.21728, 0.85343)  0.40
H (2.81707, -4.24618, 0.95823)  0.39

=====

(2)
A structure of composition C2H5MgO3Ru, computed with ωB97M-V/def2-TZVPD.

HOMO (alpha / beta) (Ha): -0.348 / -0.458
Charge: +1
LUMO (alpha / beta) (hartree): -0.1771 / -0.3121
Kohn-Sham gap (alpha / beta) (hartree): 0.1711 / 0.1461
Molar mass (g mol⁻¹): 202.4
Spin multiplicity: 7
⟨S²⟩: 12.0094

Each line ends with the Mulliken charge.
CARTESIAN COORDINATES (ANGSTROEM)
O (-0.99152, 0.43148, -1.28078)  -0.37
C (0.23708, 1.07739, -1.13367)  -0.04
C (0.87153, 0.94834, 0.26385)  -0.51
O (0.42023, -0.24452, 0.83179)  -0.69
Ru (0.61025, -2.14793, 0.87468)  0.65
H (0.22468, 2.14112, -1.43957)  0.39
H (0.92160, 0.55601, -1.83780)  0.32
H (0.59366, 1.76246, 0.95927)  0.29
H (1.97124, 1.02225, 0.18680)  0.36
Mg (-1.50346, -0.41084, 0.35701)  1.07
O (-1.37604, -2.20068, 1.06287)  -0.68
H (-1.97926, -2.93509, 1.15557)  0.22

=====

(3)
The molecule C5H11NO, computed with ωB97M-V/def2-TZVPD.

HOMO (alpha / beta) (Ha): -0.289 / -0.289
LUMO (alpha / beta) (hartree): -0.0352 / -0.0352
Energy relative to the best compared isomer or geometry (same formula, charge and spin) (kJ/mol): 410.4
Kohn-Sham gap (alpha / beta) (hartree): 0.2539 / 0.2539
Molar mass (g mol⁻¹): 101.1

Each line ends with the Mulliken charge.
CARTESIAN COORDINATES (ANGSTROEM)
C (2.37507, -0.31389, -0.11144)  -0.84
N (1.23476, -0.11010, -1.00692)  -0.32
C (0.24193, 0.82536, -0.42664)  0.22
O (0.63201, 1.73529, 0.42007)  -0.80
C (-0.92651, 0.08046, 0.12148)  0.67
C (-1.06818, -1.38408, 0.05204)  -1.10
C (-1.95118, 0.88317, 0.80242)  -1.31
H (2.86155, 0.62089, 0.18580)  0.31
H (3.09573, -0.97282, -0.60779)  0.33
H (2.04261, -0.81281, 0.80644)  0.25
H (1.58758, 0.30428, -1.86364)  0.26
H (-0.32762, 1.18717, -1.37673)  0.22
H (-1.84056, -1.78746, 0.71257)  0.39
H (-0.09754, -1.86972, 0.19519)  0.32
H (-1.33282, -1.61837, -0.98881)  0.30
H (-2.95807, 0.47650, 0.66457)  0.45
H (-1.71248, 0.81517, 1.87487)  0.31
H (-1.85628, 1.94100, 0.54653)  0.34

=====

(4)
The molecule C2H2O2, computed with ωB97M-V/def2-TZVPD.

HOMO (Ha): -0.353
LUMO (hartree): -0.0077
Energy relative to the best compared isomer or geometry (same formula, charge and spin) (kJ/mol): 506.1
Kohn-Sham gap (hartree): 0.3451
Molar mass (g mol⁻¹): 58.0
SMILES: C#COO

Each line ends with the Mulliken charge.
CARTESIAN COORDINATES (ANGSTROEM)
C (1.24096, -1.04723, 0.58988)  -0.46
C (0.56897, -0.08672, -0.07856)  0.36
O (-0.28517, 0.40698, -0.82784)  -0.24
O (-1.44623, 1.01504, -0.11281)  -0.27
H (2.06506, -1.04653, 1.19571)  0.27
H (-2.14359, 0.75846, -0.76639)  0.34

=====

(5)
A cluster of 5 separate species, C38H33F32N3O6S in total, computed with ωB97M-V/def2-TZVPD.

HOMO (Ha): -0.332
LUMO (hartree): -0.0400
Kohn-Sham gap (hartree): 0.2918
Molar mass (g mol⁻¹): 1267.7
SMILES: CCCNC1=C(c2cccnc2)C(=O)c2c(N)cc(S)cc2C1=O.FC(F)C(F)(F)COC(F)(F)C(F)F.FC(F)C(F)(F)COC(F)(F)C(F)F.FC(F)C(F)(F)COC(F)(F)C(F)F.FC(F)C(F)(F)COC(F)(F)C(F)F

Each line ends with the Mulliken charge.
CARTESIAN COORDINATES (ANGSTROEM)
C (10.63678, -4.40794, -1.09171)  -1.26
C (9.98616, -3.08894, -1.55117)  0.12
C (8.86618, -3.25957, -2.59089)  -0.70
N (7.53080, -3.19700, -1.91574)  0.14
C (6.66531, -4.25643, -2.16125)  -0.53
C (5.41476, -4.12377, -2.62889)  0.89
C (4.80385, -2.81325, -2.94850)  0.17
C (4.30590, -2.52322, -4.21489)  -0.39
C (3.73344, -1.28632, -4.34368)  -0.52
C (3.64978, -0.36714, -3.32476)  -0.58
N (4.14183, -0.63599, -2.11924)  -0.62
C (4.67164, -1.83725, -1.98769)  -0.26
C (4.52702, -5.32134, -2.81238)  -0.34
O (3.75598, -5.42004, -3.75699)  -0.68
C (4.70722, -6.38055, -1.75642)  0.45
C (3.66578, -7.12926, -1.26249)  0.44
N (2.34956, -6.95018, -1.69437)  -0.57
C (3.93736, -8.09238, -0.29801)  -0.65
C (5.21515, -8.23437, 0.13925)  -0.25
S (5.50191, -9.46888, 1.42301)  -0.24
C (6.25914, -7.49067, -0.34373)  -0.86
C (5.99957, -6.54708, -1.28815)  0.56
C (7.10102, -5.67358, -1.84054)  0.27
O (8.22159, -6.10673, -2.03672)  -0.55
H (10.76886, -5.13050, -1.89861)  0.31
H (10.04681, -4.88212, -0.30110)  0.25
H (11.60956, -4.19655, -0.63716)  0.42
H (9.61998, -2.58079, -0.65633)  -0.35
H (10.78592, -2.45982, -1.95808)  0.40
H (9.00405, -4.13415, -3.22306)  0.44
H (8.93587, -2.37686, -3.23740)  0.42
H (7.11309, -2.31422, -2.17973)  0.28
H (4.34843, -3.23612, -5.02507)  0.54
H (3.29914, -1.01915, -5.30418)  0.41
H (3.17069, 0.58722, -3.50878)  0.53
H (5.05176, -2.08876, -0.99315)  0.54
H (2.25524, -6.20172, -2.36464)  0.25
H (1.90796, -7.80285, -2.00519)  0.22
H (3.11965, -8.69839, 0.07018)  0.52
H (4.98725, -8.80299, 2.47960)  0.16
H (7.26642, -7.61553, 0.03337)  0.59
F (-1.55446, 1.89700, -0.60830)  -0.20
C (-0.44140, 2.17479, -1.31154)  0.07
F (-0.60616, 3.40942, -1.84189)  -0.27
C (-0.19188, 1.16933, -2.44170)  0.87
F (-1.17003, 1.24008, -3.36799)  -0.27
F (0.95174, 1.57360, -3.06654)  -0.29
C (0.01473, -0.31007, -2.03746)  -0.58
O (-1.10833, -1.18512, -2.14699)  -0.43
C (-2.04022, -1.28654, -1.13076)  0.70
F (-1.60651, -0.67245, -0.01484)  -0.29
F (-2.14284, -2.59891, -0.82889)  -0.30
C (-3.42672, -0.80041, -1.56390)  0.27
F (-3.38973, 0.47544, -1.98967)  -0.22
F (-4.27700, -0.85675, -0.50907)  -0.26
H (0.41098, 2.20757, -0.62715)  0.29
H (0.72027, -0.71922, -2.76068)  0.28
H (0.51604, -0.41097, -1.07471)  0.39
H (-3.81867, -1.41983, -2.37266)  0.27
F (7.40956, -2.39956, 3.01178)  -0.25
C (8.10601, -2.24067, 1.87290)  0.46
F (9.31805, -2.81714, 2.06454)  -0.28
C (8.30198, -0.76623, 1.50374)  0.90
F (9.06283, -0.13674, 2.42352)  -0.29
F (9.01142, -0.76124, 0.33873)  -0.30
C (7.03319, 0.07255, 1.23977)  -0.97
O (6.53379, 0.90558, 2.28451)  -0.42
C (5.68233, 0.40789, 3.25521)  0.82
F (5.23880, -0.81884, 2.92524)  -0.28
F (4.59846, 1.21474, 3.26806)  -0.30
C (6.30783, 0.44863, 4.65351)  0.17
F (7.46083, -0.24275, 4.69732)  -0.21
F (5.45976, -0.11001, 5.54678)  -0.26
H (7.59653, -2.77655, 1.06544)  0.04
H (7.32562, 0.78602, 0.46960)  0.49
H (6.23755, -0.52163, 0.78906)  0.45
H (6.51188, 1.47984, 4.94917)  0.23
F (-8.43891, 3.86487, -0.46570)  -0.22
C (-8.66074, 4.61339, 0.62698)  0.29
F (-8.48758, 5.91033, 0.25689)  -0.27
C (-7.70723, 4.27973, 1.77754)  0.95
F (-6.43604, 4.58481, 1.44064)  -0.27
F (-8.04779, 5.11006, 2.80502)  -0.30
C (-7.74632, 2.84623, 2.34536)  -0.90
O (-6.76641, 1.90907, 1.90435)  -0.39
C (-6.94616, 1.17301, 0.74508)  0.69
F (-8.20824, 1.29622, 0.29079)  -0.29
F (-6.78696, -0.12442, 1.08297)  -0.28
C (-5.90190, 1.50993, -0.32338)  0.41
F (-5.92125, 2.82013, -0.63722)  -0.23
F (-6.16966, 0.82046, -1.45701)  -0.27
H (-9.70287, 4.48752, 0.93465)  0.10
H (-7.52368, 2.96067, 3.40593)  0.45
H (-8.74976, 2.42156, 2.30929)  0.35
H (-4.90240, 1.25634, 0.02430)  0.14
F (-11.32642, 8.69132, 3.98205)  -0.22
C (-11.23371, 9.63604, 3.02948)  0.11
F (-11.60917, 10.80778, 3.59496)  -0.28
C (-12.13486, 9.34499, 1.82482)  0.82
F (-13.43541, 9.38838, 2.18655)  -0.28
F (-11.94069, 10.37063, 0.94869)  -0.32
C (-11.87477, 8.04657, 1.03447)  -0.57
O (-12.69191, 6.90490, 1.30458)  -0.37
C (-12.38852, 6.03205, 2.33192)  0.80
F (-11.16016, 6.27629, 2.82002)  -0.27
F (-12.33742, 4.79556, 1.77730)  -0.31
C (-13.46406, 6.01654, 3.42291)  0.14
F (-13.65278, 7.24074, 3.94376)  -0.22
F (-13.07844, 5.19641, 4.42769)  -0.25
H (-10.18880, 9.72561, 2.71957)  0.29
H (-12.12330, 8.29241, 0.00259)  0.41
H (-10.81633, 7.78480, 1.01722)  0.26
H (-14.41399, 5.66343, 3.01606)  0.25

=====

no.,largest force on an atom (eV Å⁻¹)
1,0.9
2,5.5
3,0.5
4,9.1
5,2.1